No. 1
ORCA calculation (the ωB97M-V functional and the def2-TZVPD basis) on the molecule C6H10O.

Computed properties:
ΔE to the lowest compared entry with this formula, charge and spin: 15.7 kcal per mole
SMILES: O=CCCC1CC1
molecular weight: 98.1 Da
HOMO: -9.760 eV
LUMO: 1.06 eV
E: -8430.5579 eV

Last column: Mulliken charge in e.
Atoms and positions in Å:
O 2.498 -0.302 2.136  -0.473
C 2.567 -0.642 0.978  -0.020
C 1.532 -0.305 -0.066  -0.519
C 0.285 0.347 0.522  -0.689
C -0.773 0.637 -0.518  -0.054
C -1.689 -0.464 -0.976  -0.574
C -2.221 0.655 -0.124  -0.634
H 3.434 -1.239 0.622  0.345
H 2.017 0.351 -0.806  0.309
H 1.282 -1.224 -0.616  0.315
H 0.570 1.267 1.045  0.302
H -0.129 -0.318 1.290  0.287
H -0.479 1.358 -1.281  0.400
H -1.983 -0.499 -2.022  0.263
H -1.574 -1.441 -0.512  0.245
H -2.877 1.387 -0.586  0.260
H -2.462 0.431 0.913  0.237

---

No. 2
ORCA calculation (the ωB97M-V functional and the def2-TZVPD basis) on the molecule C6H10O in a non-equilibrium geometry.

Computed properties:
ΔE to the lowest compared entry with this formula, charge and spin: 93.9 kcal per mole
molecular weight: 98.1 Da
HOMO: -8.089 eV
LUMO: 0.00 eV
E: -8427.1685 eV

Last column: Mulliken charge in e.
Atoms and positions in Å:
C -0.498 0.685 -0.417  -0.354
C -1.791 0.682 -0.020  0.066
C 0.278 -0.473 -0.890  -0.520
C -2.724 -0.399 -0.255  -0.440
C 1.267 -0.835 0.266  -0.509
C 2.430 0.169 0.325  -0.971
O -3.889 -0.297 0.338  -0.167
H 0.127 1.663 -0.221  0.227
H -2.323 1.672 0.285  0.171
H -0.500 -1.359 -0.881  0.291
H 0.923 -0.433 -1.699  0.458
H 0.619 -0.912 1.095  0.375
H 1.701 -1.926 0.045  0.248
H 2.989 0.244 -0.549  0.336
H 3.239 -0.238 0.945  0.328
H 1.994 1.232 0.723  0.218
H -3.843 0.522 0.911  0.243

---

No. 3
ORCA calculation (the ωB97M-V functional and the def2-TZVPD basis) on a structure of composition C6H10O.

Computed properties:
ΔE to the lowest compared entry with this formula, charge and spin: 127.3 kcal per mole
molecular weight: 98.1 Da
HOMO (alpha / beta): -7.079 / -7.726 eV
LUMO (alpha / beta): 0.14 / 0.16 eV
E: -8425.7221 eV

Last column: Mulliken charge in e.
Atoms and positions in Å:
O -0.082 2.344 0.612  -0.537
C -0.074 0.994 0.435  0.420
C 1.179 0.420 -0.223  -0.748
C 0.769 -0.940 -0.800  -0.501
C -0.703 -0.770 -1.158  -0.958
C -1.434 -0.886 1.191  -0.742
C -0.730 0.208 1.483  -0.280
H 0.638 2.743 0.105  0.363
H -0.918 0.327 -0.511  0.303
H 2.015 0.365 0.484  0.322
H 1.475 1.094 -1.041  0.425
H 0.880 -1.726 -0.049  0.299
H 1.391 -1.205 -1.663  0.385
H -0.838 -0.266 -2.127  0.363
H -1.290 -1.679 -1.176  0.284
H -1.635 -1.654 1.951  0.233
H -0.643 0.632 2.486  0.368

---

No. 4
ORCA calculation (the ωB97M-V functional and the def2-TZVPD basis) on a structure of composition C6H10O in a non-equilibrium geometry.

Computed properties:
ΔE to the lowest compared entry with this formula, charge and spin: 94.4 kcal per mole
molecular weight: 98.1 Da
HOMO: -9.404 eV
LUMO: 0.87 eV
E: -8427.1475 eV

Last column: Mulliken charge in e.
Atoms and positions in Å:
O 1.945 -1.015 0.953  -0.569
C 1.651 -0.584 -0.158  0.092
C -0.218 -1.064 -0.589  -0.721
C -1.351 -0.615 0.283  -0.620
C -1.583 0.845 -0.089  -0.597
C -0.184 1.421 -0.182  -0.309
C 0.692 0.445 -0.350  0.105
H 2.545 0.786 1.182  -0.016
H 2.052 -0.968 -1.106  0.270
H 0.102 -2.094 -0.336  0.388
H -0.385 -1.045 -1.665  0.391
H -1.007 -0.695 1.325  0.263
H -2.227 -1.248 0.151  0.306
H -2.086 0.916 -1.061  0.279
H -2.181 1.373 0.654  0.341
H -0.017 2.501 -0.095  0.380
H 2.490 1.438 0.821  0.017

---

No. 5
ORCA calculation (the ωB97M-V functional and the def2-TZVPD basis) on the molecule C6H10O.

Computed properties:
ΔE to the lowest compared entry with this formula, charge and spin: 94.6 kcal per mole
molecular weight: 98.1 Da
HOMO: -8.361 eV
LUMO: 0.30 eV
E: -8427.1370 eV

Last column: Mulliken charge in e.
Atoms and positions in Å:
C 2.437 0.463 0.699  -0.897
C 1.432 -0.402 0.070  -0.379
C 0.149 -0.445 0.807  -0.294
C -1.099 -0.373 -0.061  0.706
O -2.266 -0.831 0.563  -0.556
C -1.220 0.782 -1.012  -0.777
C -1.016 -0.626 -1.525  -0.660
H 3.472 0.151 0.528  0.336
H 2.277 0.815 1.731  0.301
H 2.296 1.336 0.027  0.245
H -0.043 -0.888 -1.926  0.252
H 0.049 0.245 1.670  0.339
H 0.199 -1.469 1.231  0.264
H -2.535 -0.165 1.209  0.365
H -2.204 1.226 -1.137  0.296
H -0.389 1.484 -1.074  0.175
H -1.875 -1.110 -1.977  0.284

---

No. 6
ORCA calculation (the ωB97M-V functional and the def2-TZVPD basis) on a structure of composition C6H10O.

Computed properties:
ΔE to the lowest compared entry with this formula, charge and spin: 117.1 kcal per mole
molecular weight: 98.1 Da
HOMO (alpha / beta): -7.342 / -7.341 eV
LUMO (alpha / beta): 0.67 / 0.67 eV
E: -8426.1634 eV

Last column: Mulliken charge in e.
Atoms and positions in Å:
C -1.376 -1.909 -0.095  -1.319
C -0.567 -0.672 0.059  0.258
O -0.699 0.156 1.074  -0.267
C -0.086 1.247 0.343  -0.408
C 1.326 1.464 0.898  -0.466
C 1.768 0.307 0.006  -0.676
C 0.359 0.109 -0.705  0.382
H -0.831 -2.772 0.312  0.328
H -2.324 -1.826 0.443  0.326
H -1.584 -2.119 -1.148  0.314
H -2.242 0.791 -1.050  0.045
H -1.857 1.350 -0.706  -0.016
H 1.436 1.324 1.975  0.290
H 1.729 2.436 0.607  0.272
H 2.508 0.576 -0.748  0.293
H 2.099 -0.593 0.528  0.265
H 0.339 0.131 -1.793  0.378